Record 1
Below is 2 unconnected molecules or ions with the total composition C2H7NO in a non-equilibrium geometry, with properties calculated with ωB97M-V/def2-TZVPD.

Each line ends with the Löwdin charge.
Atoms and positions in Å:
1 C -0.833 -1.047 0.345  -0.039
2 C 0.448 -0.687 0.498  -0.310
3 N 1.486 -1.595 0.581  0.036
4 H -0.987 -2.096 0.131  0.043
5 H -1.622 -0.320 0.238  0.033
6 H 0.790 0.336 0.625  0.097
7 H 1.277 -2.533 0.804  0.073
8 H 2.395 -1.212 0.683  0.070
9 O -1.253 3.213 -1.451  -0.049
10 H -0.868 2.411 -1.793  0.024
11 H -0.833 3.529 -0.660  0.021

Calculated values
- ΔE to the lowest compared entry with this formula, charge and spin: 1.026 eV
- LUMO level: 0.831 eV
- HOMO energy: -8.209 eV
- SMILES: C=CN.O
- Kohn-Sham gap: 0.3322 hartree
- Total charge: 0

Record 2
Below is 2 unconnected molecules or ions with the total composition C2H7NO in a non-equilibrium geometry, with properties calculated with ωB97M-V/def2-TZVPD.

Each line ends with the Löwdin charge.
Atoms and positions in Å:
1 C -2.184 0.008 0.149  -0.144
2 N -1.174 -0.736 0.166  -0.048
3 H -2.334 1.054 -0.133  0.059
4 H -3.114 -0.309 0.608  0.049
5 H -0.309 -0.471 0.843  0.124
6 C 1.455 -0.305 -0.345  -0.174
7 O 1.101 1.049 0.119  -0.168
8 H 2.140 -0.228 -1.191  0.062
9 H 2.059 -0.722 0.464  0.070
10 H 0.528 -1.007 -0.707  0.101
11 H 1.832 1.668 0.026  0.069

Calculated values
- ΔE to the lowest compared entry with this formula, charge and spin: 4.389 eV
- LUMO level: 0.429 eV
- HOMO energy: -8.224 eV
- SMILES: C=N.CO
- Kohn-Sham gap: 0.3180 hartree
- Total charge: 0

Record 3
Below is 2 unconnected molecules or ions with the total composition C2H7NO2 in a non-equilibrium geometry, with properties calculated with ωB97M-V/def2-TZVPD.

Each line ends with the Löwdin charge.
Atoms and positions in Å:
1 C -0.802 -0.240 0.643  -0.027
2 C -0.259 -0.972 -0.499  -0.612
3 N 0.925 -1.603 -0.229  0.140
4 O -0.775 -0.991 -1.615  0.035
5 H -0.347 0.780 0.684  0.064
6 H -0.526 -0.686 1.660  0.105
7 H -1.902 -0.202 0.641  0.095
8 H 1.409 -1.497 0.658  0.104
9 H 1.165 -2.350 -0.853  0.102
10 O 0.659 3.087 1.165  -0.075
11 H -0.156 2.593 1.216  0.001
12 H 1.176 3.081 0.323  0.066

Calculated values
- ΔE to the lowest compared entry with this formula, charge and spin: 0.833 eV
- LUMO level: 0.648 eV
- HOMO energy: -10.059 eV
- SMILES: CC(N)=O.O
- Kohn-Sham gap: 0.3935 hartree
- Total charge: 0

Record 4
Below is a molecular structure, C2H7NO2 in a non-equilibrium geometry, with properties calculated with ωB97M-V/def2-TZVPD.

Each line ends with the Löwdin charge.
Atoms and positions in Å:
1 C -0.541 0.164 0.102  -0.240
2 C 0.222 1.945 -0.046  0.014
3 N -0.088 -1.858 -0.505  -0.112
4 O 0.422 -0.541 -0.657  -0.203
5 O 0.762 -2.475 0.424  -0.076
6 H 1.036 -3.296 -0.010  0.089
7 H -1.085 -1.192 0.169  0.186
8 H -1.440 0.498 -0.419  0.113
9 H -0.301 0.201 1.167  0.119
10 H 1.233 1.827 0.323  0.039
11 H -0.396 2.588 0.566  0.033
12 H 0.176 2.141 -1.114  0.039

Calculated values
- ΔE to the lowest compared entry with this formula, charge and spin: 8.207 eV
- LUMO level: 0.727 eV
- HOMO energy: -8.532 eV
- Kohn-Sham gap: 0.3402 hartree
- Total charge: 0

Record 5
Below is 2 unconnected molecules or ions with the total composition C2H7NO2 in a non-equilibrium geometry, with properties calculated with ωB97M-V/def2-TZVPD.

Each line ends with the Löwdin charge.
Atoms and positions in Å:
1 C -1.602 0.220 -0.455  -0.049
2 C -0.746 -0.036 0.746  -0.360
3 O -0.323 -1.127 1.072  -0.014
4 H -1.069 0.879 -1.137  0.075
5 H -2.521 0.722 -0.158  0.078
6 H -1.833 -0.707 -0.974  0.082
7 H -0.733 0.801 1.469  0.120
8 N 2.104 -0.569 -0.179  0.021
9 O 1.320 0.695 -0.124  -0.166
10 H 1.566 -1.246 0.373  0.048
11 H 2.017 -0.850 -1.154  0.074
12 H 1.819 1.217 0.520  0.092

Calculated values
- ΔE to the lowest compared entry with this formula, charge and spin: 3.181 eV
- LUMO level: 0.941 eV
- HOMO energy: -9.721 eV
- SMILES: CC=O.NO
- Kohn-Sham gap: 0.3918 hartree
- Total charge: 0

Record 6
Below is 2 unconnected molecules or ions with the total composition C2H7NO2P in a non-equilibrium geometry, with properties calculated with ωB97M-V/def2-TZVPD.

Each line ends with the Löwdin charge.
Atoms and positions in Å:
1 C 2.209 -0.231 -0.282  -0.021
2 C -1.372 1.591 -0.890  -0.347
3 N 0.947 -0.542 -0.302  -0.274
4 O -0.683 0.516 1.619  -0.685
5 O 0.435 -1.556 -0.853  -0.152
6 P -0.505 1.869 0.872  0.488
7 H 2.986 -0.889 -0.747  0.076
8 H 0.830 2.004 0.255  -0.121
9 H 2.460 0.681 0.269  0.040
10 H -2.437 1.916 -0.996  0.001
11 H -1.081 0.603 -1.194  -0.032
12 H -0.860 2.323 -1.606  0.011
13 H 0.280 -0.141 0.390  0.016

Calculated values
- ΔE to the lowest compared entry with this formula, charge and spin: 4.499 eV
- LUMO level: 4.159 eV
- HOMO energy: -2.953 eV
- Kohn-Sham gap: 0.2614 hartree
- Total charge: -1

Record 7
Below is 2 unconnected molecules or ions with the total composition C2H7NO2PS in a non-equilibrium geometry, with properties calculated with ωB97M-V/def2-TZVPD.

Each line ends with the Löwdin charge.
Atoms and positions in Å:
1 C 0.650 -1.619 -0.337  -0.221
2 C -0.408 -1.879 0.592  -0.772
3 N -0.962 1.124 0.348  -0.139
4 O 1.378 1.240 -1.004  -0.432
5 O 0.674 3.189 0.437  -0.458
6 P 0.292 2.067 -0.471  0.170
7 S -1.756 -2.679 0.159  0.586
8 H 0.717 -2.487 -1.033  0.084
9 H 0.336 -0.718 -0.839  0.043
10 H 1.628 -1.481 0.033  0.064
11 H -0.413 2.468 -1.538  -0.019
12 H -0.445 -1.615 1.719  0.069
13 H -0.371 0.514 1.056  0.051
14 H -1.322 1.877 0.877  -0.028

Calculated values
- LUMO level: 2.975 eV
- HOMO energy: -4.973 eV
- Kohn-Sham gap: 0.2921 hartree
- Total charge: -1

Record 8
Below is a single C2H7NO2S molecule in a non-equilibrium geometry, with properties calculated with ωB97M-V/def2-TZVPD.

Each line ends with the Löwdin charge.
Atoms and positions in Å:
1 C -1.381 -0.665 1.113  -0.122
2 C 0.089 -0.727 0.913  -0.188
3 N 1.758 0.499 -2.365  -0.161
4 O 2.878 -0.768 -0.594  -0.375
5 O 0.339 -0.927 -0.738  -0.422
6 S 1.840 -0.933 -1.516  0.779
7 H -1.940 0.174 0.735  0.078
8 H -1.782 -1.521 0.736  0.041
9 H -1.642 -0.788 2.142  0.067
10 H 0.617 -1.717 1.222  0.116
11 H 0.941 0.000 1.078  0.095
12 H 0.906 0.760 -2.765  0.027
13 H 1.982 1.240 -1.701  0.064

Calculated values
- ΔE to the lowest compared entry with this formula, charge and spin: 2.881 eV
- <S²>: 2.01
- LUMO level (alpha / beta): 0.875 / -3.013 eV
- HOMO energy (alpha / beta): -4.159 / -10.387 eV
- Kohn-Sham gap (alpha / beta): 0.1850 / 0.2710 hartree
- Total charge: 0
- Multiplicity: 3

Record 9
Below is a molecular structure, C2H7NO2S2 in a non-equilibrium geometry, with properties calculated with ωB97M-V/def2-TZVPD.

Each line ends with the Löwdin charge.
Atoms and positions in Å:
1 C 1.618 -0.690 0.299  -0.202
2 C 1.319 0.442 -0.508  -0.655
3 N -2.456 -0.758 -0.326  -0.125
4 O -0.952 0.077 1.553  -0.407
5 O -1.351 1.537 -0.422  -0.505
6 S 1.258 2.066 -0.156  0.925
7 S -0.996 0.222 0.104  0.605
8 H 1.544 -1.617 -0.252  0.093
9 H 0.784 -0.751 1.016  0.042
10 H 2.609 -0.569 0.663  0.084
11 H 1.366 0.241 -1.631  0.114
12 H -2.427 -1.740 -0.239  0.003
13 H 0.689 1.893 1.059  -0.054
14 H -3.005 -0.352 -1.161  0.082

Calculated values
- ΔE to the lowest compared entry with this formula, charge and spin: 4.139 eV
- LUMO level (alpha / beta): -1.028 / -1.027 eV
- HOMO energy (alpha / beta): -8.688 / -8.688 eV
- Kohn-Sham gap (alpha / beta): 0.2815 / 0.2816 hartree
- Total charge: 0

Record 10
Below is a single C2H7NO2Si molecule in a non-equilibrium geometry, with properties calculated with ωB97M-V/def2-TZVPD.

Each line ends with the Löwdin charge.
Atoms and positions in Å:
1 C 0.281 -1.086 0.933  -0.166
2 C -0.110 -0.379 -0.380  -0.441
3 Si -1.058 1.264 0.025  0.723
4 N 1.068 0.041 -1.144  -0.476
5 O 0.925 0.433 -2.268  0.057
6 O 2.151 -0.163 -0.597  0.051
7 H 0.983 -0.447 1.516  0.076
8 H 0.896 -2.061 0.852  0.105
9 H -0.642 -1.354 1.496  0.074
10 H -0.704 -1.175 -1.041  0.168
11 H -2.389 1.332 -0.556  -0.093
12 H -1.202 1.178 1.592  -0.032
13 H -0.198 2.418 -0.428  -0.046

Calculated values
- ΔE to the lowest compared entry with this formula, charge and spin: 5.453 eV
- LUMO level: 0.205 eV
- HOMO energy: -10.987 eV
- SMILES: C[C@@H]([SiH3])[N+](=O)[O-]
- Kohn-Sham gap: 0.4113 hartree
- Total charge: 0

Record 11
Below is a single C2H7NO2Si molecule in a non-equilibrium geometry, with properties calculated with ωB97M-V/def2-TZVPD.

Each line ends with the Löwdin charge.
Atoms and positions in Å:
1 O -2.736 -0.970 -0.027  0.049
2 N -2.167 0.123 -0.130  -0.407
3 O -2.684 1.216 -0.028  0.081
4 C -0.741 -0.034 -0.501  -0.196
5 C 0.268 0.224 0.730  -0.349
6 Si 2.006 -0.038 -0.011  0.640
7 H -0.602 -1.120 -0.661  0.110
8 H -0.442 0.542 -1.370  0.104
9 H 0.004 1.205 1.293  0.104
10 H 0.044 -0.712 1.283  0.068
11 H 2.792 0.254 1.198  -0.074
12 H 2.254 0.738 -1.317  -0.055
13 H 2.003 -1.426 -0.460  -0.074

Calculated values
- ΔE to the lowest compared entry with this formula, charge and spin: 5.627 eV
- LUMO level: 0.190 eV
- HOMO energy: -10.908 eV
- SMILES: O=[N+]([O-])CC[SiH3]
- Kohn-Sham gap: 0.4078 hartree
- Total charge: 0

Record 12
Below is 2 unconnected molecules or ions with the total composition C2H7NO3 in a non-equilibrium geometry, with properties calculated with ωB97M-V/def2-TZVPD.

Each line ends with the Löwdin charge.
Atoms and positions in Å:
1 O 0.643 0.803 -0.036  0.004
2 C -0.165 1.372 0.682  -0.365
3 N -1.325 1.963 0.364  0.045
4 C -1.845 2.158 -1.050  -0.181
5 O -1.439 1.038 -1.822  -0.067
6 H 0.145 1.588 1.744  0.139
7 H -1.671 2.584 1.078  0.125
8 H -1.331 2.988 -1.535  0.124
9 H -2.914 2.129 -0.913  0.118
10 H -0.633 0.644 -1.440  0.059
11 O 3.718 -6.097 0.902  -0.065
12 H 4.008 -5.171 0.844  0.041
13 H 2.808 -5.998 1.182  0.024

Calculated values
- ΔE to the lowest compared entry with this formula, charge and spin: 1.412 eV
- LUMO level: 0.611 eV
- HOMO energy: -10.189 eV
- SMILES: O=CNCO.O
- Kohn-Sham gap: 0.3969 hartree
- Total charge: 0